Entry 1:
111
Properties=species:S:1:pos:R:3:forces:R:3 method="wB97M-V/def2-TZVPD" e_tot_ha=-5927.11779 multiplicity=5 homo_energy_ev="-2.015 / -3.237" gap_ev="4.512 / 5.723" charge=-1 relative_energy_kj_mol=277.0
H -1.509510 1.383903 5.646443 -0.0016 0.0003 0.0034
C 4.019078 2.643618 -1.052158 0.0026 0.0076 0.0238
H -3.371142 -3.081875 -3.153130 -0.0047 0.0024 -0.0133
H 1.624631 -4.486661 1.710516 -0.0075 -0.0203 -0.0073
H -3.746019 3.581466 -0.489244 -0.0081 0.0181 -0.0174
H 1.707028 -4.481108 -0.058210 0.0121 0.0197 0.0021
H -5.057781 0.983397 1.546376 -0.0052 -0.0345 0.0166
H 4.392159 -1.967574 0.696360 -0.0232 -0.0211 -0.0035
Si -3.795504 0.194249 -0.482396 -0.1312 0.0529 0.1523
H -0.581963 -4.447355 0.456127 -0.0820 0.0204 0.0547
C -1.984926 -2.496051 4.457118 0.0122 0.0008 0.0144
H 5.870948 2.229162 0.873915 0.0025 -0.0083 -0.0032
As -1.706813 0.626562 -1.354082 -0.0217 -0.1712 -0.1998
H 3.592421 5.083931 0.056501 -0.0022 0.0038 0.0058
Si -1.592700 -1.401529 -3.817717 0.0627 -0.1053 -0.0695
H 2.056576 -3.005003 0.859340 0.0034 0.0250 0.0384
C -0.029292 -0.887660 6.155280 -0.0022 -0.0061 -0.0154
C -4.099051 -1.655442 -0.241833 0.0791 -0.0786 -0.0619
C 4.435504 -1.893482 -0.391167 -0.0184 -0.0577 0.1122
C -0.328275 -2.547607 -0.421519 0.0360 -0.1413 0.0949
C -0.024982 -1.801498 -4.856561 0.0168 0.0262 0.0232
H 0.987454 -0.462584 -2.599504 -0.0399 0.0160 0.0120
C -0.060817 -3.522732 0.718289 0.0663 0.1427 0.0297
C 3.872341 2.961705 0.443319 -0.0439 -0.0618 0.0158
C 1.423269 -3.891068 0.817701 -0.0381 -0.0565 -0.0703
H 0.024019 -2.940536 -1.376480 0.0547 0.0413 -0.0046
H 2.083186 0.897357 -2.894066 -0.0008 0.0067 -0.0020
H -0.301984 -2.292284 -5.798718 0.0005 -0.0052 -0.0001
H -5.251562 0.450327 -2.495211 -0.0081 -0.0031 0.0067
C 5.780277 -1.341901 -0.830362 -0.0322 0.0175 0.0035
H 0.653782 -2.471372 -4.318935 -0.0027 0.0032 0.0015
H -3.167418 4.010313 -4.023580 0.0051 0.0152 0.0146
C -0.403820 -1.893103 2.749716 -0.0091 0.0713 -0.0102
H -0.730980 3.142825 1.622406 -0.0163 0.0033 -0.0221
C 4.846293 2.078321 1.229258 -0.0100 0.0459 0.0245
C -0.005062 0.315716 1.915276 0.1025 0.0406 -0.2884
C 1.887029 0.041337 -2.250657 -0.0288 -0.2263 0.0578
C -1.822536 0.513260 5.067166 0.0118 -0.0010 -0.0302
H -3.426196 -2.074537 0.512249 0.0009 0.0145 0.0137
H 1.674470 0.470493 -1.256636 -0.0212 0.4167 -0.4473
N 2.093061 1.421843 1.252439 -0.2486 -0.0092 -0.2281
H -0.759266 -1.445817 6.746477 0.0041 0.0098 0.0139
H 0.158441 -1.580022 -0.248536 -0.3063 -0.1367 -0.3165
H -2.843799 2.345830 -4.539804 0.0191 0.0114 0.0093
C -0.683385 -3.072529 2.036803 0.0090 0.0135 -0.0017
H -2.115309 4.128014 -0.099985 0.0174 -0.0141 0.0053
H -1.384352 -2.306412 -0.520098 -0.0255 -0.0026 -0.0469
H 4.808307 2.318849 2.294066 0.0073 -0.0032 0.0014
H 2.871686 -1.882163 -2.554711 0.0071 0.0076 -0.0276
Fe 1.452935 -0.434463 0.444314 0.9768 -0.3151 0.9640
H -3.953069 -2.214910 -1.168270 -0.0099 0.0023 0.0041
C -0.384715 3.416193 -2.636763 0.0655 -0.0249 -0.0096
H 0.036253 2.865869 -3.483597 -0.0092 -0.0036 0.0050
H 4.046593 4.705899 1.721904 0.0153 0.0057 0.0035
C 4.211507 4.433619 0.677909 0.0047 0.0081 -0.0149
H 5.896019 -1.347809 -1.914362 0.0111 -0.0078 -0.0002
H 0.831968 -1.534287 5.981134 0.0013 0.0011 0.0014
H -2.242269 0.867927 4.124662 -0.0035 0.0043 0.0008
C 2.456418 2.671599 0.891723 -0.0325 0.0232 -0.0786
C -3.179178 2.963074 -3.705327 -0.0573 -0.1428 -0.0434
C -2.815777 3.960288 -0.920371 -0.0228 -0.0323 0.0590
H -3.635530 -0.178307 -4.633903 0.0037 0.0020 -0.0039
H -3.502978 0.271314 1.996788 0.0174 -0.0043 -0.0072
H -2.190923 0.374326 -5.474510 -0.0080 0.0009 -0.0011
H 5.258963 4.626198 0.428650 -0.0045 0.0058 -0.0164
H 0.292855 3.299711 -1.785933 0.0015 0.0214 0.0002
H 6.577068 -1.954967 -0.405724 0.0072 0.0045 -0.0063
C -0.632855 -0.418112 4.828765 -0.0519 -0.0191 0.0244
C 3.081815 -0.894962 -2.125260 0.0455 -0.0278 -0.0114
H 2.134902 -2.042639 2.968742 -0.1524 -0.0491 -0.0264
H 0.534802 -0.895178 -5.104141 -0.0019 -0.0008 -0.0009
H 2.438506 -0.246850 2.931644 -0.0671 0.0223 0.0835
H -1.883965 -4.836549 2.038938 -0.0081 0.0092 -0.0080
C 0.744989 1.491867 1.588164 0.1025 0.2804 0.5947
C -4.002329 0.912671 1.263378 0.0288 0.0782 0.0051
H 5.901252 -0.318862 -0.472204 0.0061 0.0001 0.0069
H 3.962135 -0.487397 -2.628486 0.0155 0.0097 0.0281
Si -2.087800 2.747902 -2.179568 0.0495 0.2023 0.1089
H 0.133688 0.151906 4.307647 0.0226 -0.0089 0.0038
C -1.020316 -1.617233 3.977607 0.0098 0.0040 0.0529
H -2.487413 -2.278531 5.392019 0.0184 0.0052 0.0081
H 4.572315 1.028486 1.119725 0.0116 -0.0058 -0.0037
H -3.056265 -4.324036 4.138113 -0.0077 0.0005 -0.0104
H -5.124891 -1.823428 0.100329 -0.0040 0.0049 0.0160
H 3.858874 1.577822 -1.219276 0.0170 -0.0019 -0.0078
H -2.573695 -3.559944 -4.656065 0.0179 -0.0001 -0.0080
C -2.696594 -0.511654 -5.082282 -0.0342 0.0598 0.0263
H -2.617757 0.008009 5.620453 -0.0016 0.0014 0.0032
C -2.405228 -3.128076 -3.661531 -0.0348 0.0113 0.0705
N 0.528667 -0.885992 2.290689 -0.1644 -0.0424 0.0755
O 3.348477 -1.049987 -0.727329 -0.2782 0.1707 -0.3151
H -1.083161 0.378304 1.945521 -0.0234 -0.0575 -0.1450
H -0.424815 4.476363 -2.905171 -0.0059 0.0008 -0.0145
H 1.384831 4.614241 0.808651 0.0021 0.0005 0.0198
H 4.266418 -2.894453 -0.809864 -0.0047 0.0076 -0.0174
H -1.772420 -3.818956 -3.097172 -0.0029 -0.0001 0.0031
H 0.300387 -0.029775 6.744694 -0.0063 0.0015 0.0045
C 1.946362 -1.096927 2.470202 0.1739 -0.0468 -0.2100
H -5.278402 1.919074 -1.521435 -0.0172 0.0006 0.0075
H -2.930901 -1.168859 -5.928252 0.0138 -0.0119 0.0035
C 1.373675 3.551721 1.003448 0.0352 0.0068 -0.0121
C -1.642398 -3.928142 2.577922 0.0049 -0.0034 0.0221
C -5.276980 0.827764 -1.469949 0.0432 0.0343 -0.1025
H -6.215279 0.508276 -1.006294 0.0027 -0.0054 0.0186
C -2.302662 -3.644694 3.759825 0.0038 -0.0226 -0.0064
H 3.280585 3.195747 -1.637665 0.0058 0.0037 -0.0061
H -3.031443 4.924526 -1.392419 0.0150 0.0068 -0.0054
H -3.561440 1.909653 1.337012 -0.0185 -0.0051 0.0006
H 5.019588 2.905515 -1.412980 0.0060 -0.0083 0.0065
C 0.276166 2.802688 1.436912 -0.1131 -0.0582 0.0161
H -4.213087 2.684854 -3.489225 -0.0036 0.0140 -0.0194

=====

Entry 2:
105
Properties=species:S:1:pos:R:3:forces:R:3 method="wB97M-V/def2-TZVPD" e_tot_ha=-3580.24491 homo_energy_ev=-9.120 gap_ev=5.524 charge=0 relative_energy_kj_mol=398.8
H 1.789429 -2.457314 6.582905 -0.3165 -0.0231 0.0760
C -1.488571 -1.745314 -5.009095 0.9857 -0.3561 0.6658
H -2.114571 2.395686 5.188905 0.7671 1.9035 3.1751
C -1.415571 -2.285314 2.814905 -0.1274 -0.2743 -1.0207
C -0.077571 2.982686 -0.209095 1.2802 5.1264 1.2518
C 1.504429 -1.555314 -8.167095 -10.3249 -5.1915 -1.2223
H -3.341571 1.393686 4.254905 1.1456 -0.0312 1.2527
C 0.023429 -3.984314 -0.043095 -1.0468 1.6971 1.0074
H 1.010429 3.096686 0.228905 -2.1054 -0.2409 -1.0269
O 0.756429 -4.055314 -5.090095 -1.8615 1.5879 -2.8493
H 1.014429 0.086686 -3.316095 -0.0659 0.3386 -0.0363
B -3.090571 -0.589314 -1.104095 -0.6460 -2.8538 1.1047
H 0.144429 0.725686 -1.966095 -2.2817 -0.8575 1.3719
O 1.488429 -2.752314 -7.332095 -0.3668 -0.2244 -0.8997
H -0.413571 -2.712314 2.631905 -0.5687 -0.0892 0.3411
H 0.962429 1.896686 5.265905 -3.1968 -3.8306 2.8765
C -3.045571 2.109686 1.851905 1.2992 -0.2921 2.2588
H 1.587429 0.421686 0.871905 1.9882 1.2734 -1.8288
H -2.441571 -0.484314 8.182905 0.9989 -0.2401 -1.2953
H -4.025571 1.838686 2.149905 -1.1709 -0.0037 0.2229
P -0.764571 -1.915314 5.385905 1.4236 -2.8040 -1.9070
H -1.993571 1.637686 -2.042095 0.4698 -0.2145 -2.2216
F -3.468571 -1.866314 -0.366095 0.5897 1.5040 -1.2977
C 0.695429 2.181686 -3.286095 -3.4285 -0.2306 -3.7660
C 1.094429 -3.356314 -0.901095 1.0313 0.8357 1.0213
H 0.116429 -3.829314 1.086905 0.3262 0.2198 -1.7028
H 0.097429 -1.479314 -1.887095 0.4941 -1.4640 0.5015
O 0.227429 -3.216314 5.412905 -1.3191 0.2289 -0.4614
F -2.603571 -0.835314 -2.377095 -0.0221 -0.5393 -0.9290
H -3.032571 2.682686 0.977905 0.0016 1.1843 -1.0365
H 2.517429 -4.118314 -3.942095 -1.1748 -2.0943 -2.4302
O 3.646429 0.557686 2.607905 1.4943 -0.2468 -0.5986
H -0.787571 3.637686 0.482905 1.2711 -2.1060 -1.1669
H 0.149429 0.147686 1.505905 -7.8321 4.5193 1.5172
H 0.408429 -1.015314 -8.197095 2.7355 -1.3878 0.3512
P 2.437429 0.430686 3.396905 1.3549 -1.7149 0.3739
C 0.632429 -2.464314 -2.057095 0.1000 0.6274 0.2320
O 1.830429 1.885686 3.432905 -1.5096 0.1062 0.9567
H -2.201571 -2.725314 2.045905 1.3613 0.9943 2.1366
O -1.873571 3.835686 3.051905 0.2004 -0.7533 0.0323
F -4.160571 0.230686 -1.118095 -1.1782 0.9384 -0.1602
O 2.288429 -3.448314 -0.627095 -1.4701 -0.1097 -0.6373
H 4.734429 -0.678314 4.992905 3.1618 0.9924 -1.7594
H 0.014429 -5.043314 -0.105095 -0.1463 -1.0705 -0.5775
H 0.027429 6.242686 -2.005095 0.1763 -2.2744 0.6673
H -2.398571 3.717686 -1.429095 -2.5047 0.7560 2.8877
H -0.751571 5.932686 -0.577095 -1.0420 -0.8301 1.2049
O 0.019429 -0.772314 5.046905 1.2714 3.3471 -1.0627
H 0.632429 -1.103314 0.844905 0.5497 -1.8124 -1.4018
H 3.550429 -2.044314 5.140905 0.6664 2.8836 0.4831
C -1.864571 -0.378314 7.200905 -5.5340 -4.3687 1.2815
H 0.124429 -2.944314 -2.855095 -1.5020 -1.0762 -0.1035
H -1.091571 0.149686 7.328905 5.7948 4.4903 1.0876
C -2.289571 1.774686 4.427905 -1.5484 -1.6298 -7.5674
O -1.324571 -1.686314 6.834905 -2.1301 -1.0457 -0.1608
H -0.929571 -3.509314 -0.396095 0.4389 -0.8712 0.5881
H -2.551571 0.109686 6.542905 -0.2656 -0.3304 -1.0359
C 1.939429 -4.758314 -4.850095 -1.8058 -0.7814 7.9425
H 2.394429 2.299686 -3.982095 10.1949 -0.1275 4.5750
P 0.823429 -2.637314 -5.925095 2.2559 0.1967 3.7536
H 2.484429 -4.801314 -5.667095 2.9044 -0.6348 -3.7839
H 1.486429 -2.299314 -2.646095 1.7077 1.0110 -0.2935
H 2.065429 -4.094314 6.117905 -0.7264 -0.1841 -0.5456
C -0.768571 2.187686 -3.956095 2.0314 3.2470 5.2005
H -1.723571 -2.592314 -4.353095 0.4076 0.0072 -0.4891
H -2.815571 2.510686 -3.462095 0.6247 -0.8044 0.5257
O -0.562571 -2.053314 -6.118095 -4.2998 -0.6563 -0.9791
H 1.499429 3.372686 -4.792095 0.0539 -0.4107 -1.1255
H 2.147429 2.840686 5.222905 1.8603 0.9270 0.2902
H 1.767429 0.815686 -1.930095 1.1793 0.4562 0.1326
C -2.294571 2.694686 3.064905 -0.7536 0.5013 0.8758
H -1.552571 0.991686 4.117905 -0.4819 0.3933 1.1551
C -0.059571 5.406686 -1.184095 5.6336 -0.0463 -0.8922
C 1.620429 2.346686 -4.448095 -6.7709 1.0265 -3.2411
H 3.883429 -0.774314 6.531905 -0.0420 -0.2608 -1.8792
H 0.802429 -3.657314 7.061905 -8.3058 -5.3925 14.1454
H -2.589571 1.181686 1.640905 0.5972 -1.3162 -0.5097
H -0.954571 -1.009314 -4.476095 0.7253 0.5684 1.2148
O -1.791571 -2.332314 4.196905 -0.5058 -1.3635 3.2124
F -2.060571 -0.046314 -0.396095 1.7139 1.0484 1.2361
H 0.693429 3.468686 4.454905 1.0202 -2.1475 -0.3177
H 2.157429 -0.947314 -7.988095 7.3484 6.6199 3.0704
H -1.117571 1.419686 -4.429095 -0.3165 -5.5337 -3.0639
H 1.080429 5.337686 -0.627095 -3.3785 0.9315 -1.3022
C -0.235571 3.859686 -1.597095 -2.6884 2.4034 2.7237
O 1.553429 -1.707314 -5.059095 1.1412 0.8155 0.4870
H -1.751571 4.417686 -3.000095 -0.4384 -0.1350 1.7476
C 1.351429 2.515686 4.623905 0.4570 4.6079 -2.8086
H -2.414571 -1.233314 -5.197095 -0.3719 -0.2358 -1.5433
H 1.655429 1.458686 -5.073095 -0.7813 0.4177 -0.5790
H 1.668429 -1.882314 -9.134095 0.1753 -1.0030 -1.9491
O 1.459429 -0.621314 2.604905 1.1317 0.5010 2.6938
N 0.842429 3.367686 -2.394095 1.8589 -0.9881 1.4517
H -0.307571 2.005686 -0.431095 -0.9732 -2.2132 0.1247
H -0.850571 2.950686 -4.666095 0.1583 1.7212 -0.9284
H 1.562429 -5.864314 -4.418095 1.4214 3.0091 -1.2564
C 0.935429 0.909686 -2.592095 0.9638 -1.1435 -0.0439
H -1.305571 -1.232314 2.794905 0.1308 1.1610 -1.7495
C 1.263429 -3.403314 6.398905 8.4473 6.1052 -12.7837
C -1.838571 2.334686 -2.941095 -2.3656 1.9720 3.4298
C 0.969429 -0.247314 1.328905 4.6368 -3.3020 1.0544
O 2.790429 -0.005314 5.002905 -1.8926 1.1876 -2.8441
C 3.830429 -0.875314 5.377905 -3.7620 -3.7416 2.8849
O 1.967429 3.646686 -2.054095 -1.1681 0.1872 -1.1618
C -1.683571 3.681686 -2.123095 4.3559 -0.6727 -6.6208